<1>
The following is a DFT calculation (the ωB97M-V functional and the def2-TZVPD basis) of a 2-piece molecular cluster, C6H12O2 overall.

Its HOMO-LUMO gap is 8.76 eV. The value obtained for the HOMO energy is -8.02 eV. The net charge is 0. Its structure (SMILES) is CC(C)=C/C=C/O.O.

Positions of all 20 atoms, in Å:
C  -2.2726  -0.5997  0.6926
C  -1.0336  -0.4119  -0.1529
C  0.1608  -0.6542  0.3965
C  1.4406  -0.5085  -0.2961
C  2.5820  -0.5444  0.3762
O  3.7983  -0.4265  -0.2169
C  -1.2986  0.0306  -1.5566
H  -2.7741  -1.5453  0.4618
H  -3.0137  0.1843  0.5313
H  -2.0216  -0.6747  1.7511
H  0.2205  -0.7810  1.4711
H  1.4538  -0.3283  -1.3593
H  2.5867  -0.8876  1.4089
H  4.4809  -0.5400  0.4484
H  -1.7960  -0.7155  -2.1903
H  -1.8677  0.9601  -1.5651
H  -0.3803  0.2997  -2.0927
H  -0.0346  1.6973  0.2307
H  -0.2778  2.7901  1.2775
O  0.0469  2.6557  0.3839

These are the Mulliken partial charges, in e, on atoms 1 to 8:
1 C -1.457
2 C 0.874
3 C -0.413
4 C -0.125
5 C -0.287
6 O -0.483
7 C -1.168
8 H 0.321

=====

<2>
The following is a DFT calculation (the ωB97M-V functional and the def2-TZVPD basis) of C6H12O2 in the gas phase.

Its HOMO-LUMO gap is 11.26 eV. The value obtained for the HOMO energy is -10.41 eV. The net charge is 0. Its structure (SMILES) is CCCCCC(=O)O.

Positions of all 20 atoms, in Å:
O  -2.9426  0.0293  1.0368
C  -2.7087  -0.3208  -0.0946
O  -3.5462  0.1079  -1.1058
C  -1.4188  -0.9180  -0.4181
C  -0.3739  0.1298  -0.6820
C  0.4211  0.6828  0.4975
C  1.5726  -0.2359  0.8788
C  2.8135  0.2064  0.0840
H  -4.2090  0.6683  -0.5609
H  -1.1450  -1.5175  0.5492
H  -1.4399  -1.5377  -1.2256
H  -0.9602  0.8519  -1.1854
H  0.4733  -0.2191  -1.4376
H  -0.3522  0.8534  1.3075
H  0.9052  1.6445  0.1978
H  1.8795  0.0055  1.9446
H  1.4458  -1.2435  0.5866
H  3.1691  -0.5954  -0.5242
H  3.6525  0.3954  0.7882
H  2.7640  1.0126  -0.6367

These are the Mulliken partial charges, in e, on atoms 1 to 8:
1 O -0.544
2 C 0.436
3 O -0.483
4 C -0.421
5 C -0.763
6 C -0.663
7 C -0.401
8 C -1.200

=====

<3>
The following is a DFT calculation (the ωB97M-V functional and the def2-TZVPD basis) of a 2-piece molecular cluster, C6H12O2 overall.

Its HOMO-LUMO gap is 8.92 eV. The value obtained for the HOMO energy is -8.34 eV. The net charge is 0. Its structure (SMILES) is CC/C=C/C=C/O.O.

Positions of all 20 atoms, in Å:
C  1.2684  -2.0612  1.8772
C  -0.2227  -1.9358  1.4550
C  -0.4362  -0.7370  0.5473
C  0.1070  -0.6988  -0.6617
C  -0.1494  0.4434  -1.5700
C  0.5850  0.8628  -2.6052
O  0.3918  2.0864  -3.2044
H  1.5380  -3.1159  1.9163
H  1.5945  -1.7230  2.8500
H  1.8727  -1.5067  1.1484
H  -0.7377  -1.7721  2.4159
H  -0.5927  -2.8660  1.0179
H  -0.9683  0.1142  0.9692
H  0.5953  -1.5389  -1.1625
H  -1.0898  0.9352  -1.4179
H  1.4719  0.4592  -3.0471
H  -0.4527  2.4734  -2.9865
H  -1.7592  3.1943  0.1222
H  -1.0907  3.6966  1.4021
O  -1.9255  3.6899  0.9337

These are the Mulliken partial charges, in e, on atoms 1 to 8:
1 C -0.974
2 C -0.424
3 C -0.349
4 C -0.461
5 C -0.536
6 C 0.107
7 O -0.493
8 H 0.253

=====

Which structure above is the least stable? It is <3>.